This record from the OMol25 dataset describes C4H7N as an isolated structure. The level of theory is the ωB97M-V functional and the def2-TZVPD basis.

Summary:
DFT total energy ... -5746.0532 eV
E_LUMO (alpha / beta) ... 0.10 / 0.13 eV
Energy above the lowest of the compared OMol25 structures with the same formula, charge and spin ... 5.364 eV
Gap between HOMO and LUMO (alpha / beta) ... 8.4 / 9.0 eV
Total charge ... 0

Element x y z (Å)
1 N -0.88856 1.01840 0.68957
2 C 0.37177 -1.20941 0.89807
3 C 0.06955 0.33088 -1.12713
4 C -1.11933 1.10402 -0.61437
5 C 0.25149 0.13967 0.34301
6 H 0.98442 -1.29006 1.82747
7 H -0.64273 -1.51605 1.19679
8 H -1.88101 1.55788 -1.13835
9 H 1.42478 1.49489 1.27782
10 H 0.76646 0.81333 -1.73500
11 H 0.73753 -1.84084 0.07748
12 H -0.07436 -0.60270 -1.69535